This record from OMol25 describes a molecular structure, C6H8N2O. The level of theory is the ωB97M-V functional and the def2-TZVPD basis.

Properties
Orbital gap: 9.0 eV
E: -417.888936 a.u.
Largest force on an atom: 8.040 eV Å⁻¹
E_HOMO: -8.6 eV

Cartesian coordinates (Å):
C (0.41, 1.92, 0.40)
C (0.85, 0.40, 0.23)
C (2.26, -1.00, -0.49)
C (1.15, -1.73, 0.01)
C (0.25, -0.76, 0.43)
C (-1.17, -1.16, 0.66)
H (1.27, 2.79, -0.39)
H (-0.98, 2.26, 0.18)
H (0.84, 1.99, 1.72)
H (3.08, -1.36, -1.01)
H (0.63, -2.73, -0.46)
H (-1.13, -1.90, 1.45)
H (-3.22, 0.56, -1.03)
H (-1.68, 1.16, -0.64)
N (-2.24, -0.85, 0.17)
N (-2.36, 0.15, -0.94)
O (2.04, 0.26, -0.29)

---

This record from OMol25 describes a molecular structure, C6H8N2O. The level of theory is the ωB97M-V functional and the def2-TZVPD basis.

Properties
Orbital gap: 9.0 eV
E: -417.931464 a.u.
Largest force on an atom: 8.257 eV Å⁻¹
E_HOMO: -8.9 eV

Cartesian coordinates (Å):
C (-1.68, 0.78, 0.94)
C (-1.35, -0.23, 0.11)
C (-2.34, -0.63, -0.73)
C (1.17, -0.41, 0.06)
C (2.34, -1.24, 0.37)
C (3.47, -0.32, 0.15)
H (-0.85, 0.62, 2.00)
H (-2.93, 0.62, 1.16)
H (-1.29, 1.92, 0.46)
H (-3.31, -0.14, -0.78)
H (-2.45, -1.48, -1.44)
H (1.64, 1.32, -1.14)
H (0.20, 0.74, -1.30)
H (2.50, -2.09, 1.02)
N (0.79, 0.94, -0.58)
N (4.26, 0.56, -0.22)
O (-0.19, -0.95, -0.06)

---

This record from OMol25 describes C6H8N2O in the gas phase. The level of theory is the ωB97M-V functional and the def2-TZVPD basis.

Properties
Orbital gap: 8.5 eV
E: -418.129331 a.u.
Largest force on an atom: 7.607 eV Å⁻¹
E_HOMO: -7.8 eV

Cartesian coordinates (Å):
C (3.11, 0.20, -0.15)
C (1.73, -0.22, 0.21)
O (1.47, -1.19, 1.00)
N (0.68, 0.48, -0.40)
C (-0.66, 0.26, -0.09)
C (-1.67, 1.05, 0.41)
C (-2.82, 0.32, 0.46)
C (-2.56, -0.98, -0.21)
N (-1.22, -0.99, -0.46)
H (3.16, 1.46, 0.09)
H (3.32, -0.19, -1.17)
H (3.76, -0.40, 0.46)
H (0.87, 1.28, -0.92)
H (-1.57, 1.88, 0.94)
H (-3.88, 0.62, 0.80)
H (-3.11, -1.77, -0.40)
H (-0.63, -1.82, -0.58)

---

This record from OMol25 describes 2 unconnected molecules or ions with the total composition C6H8N2O2. The level of theory is the ωB97M-V functional and the def2-TZVPD basis.

Properties
Orbital gap: 10.1 eV
E: -493.399470 a.u.
Largest force on an atom: 3.611 eV Å⁻¹
E_HOMO: -10.0 eV

Cartesian coordinates (Å):
N (0.31, 1.71, -3.87)
C (0.24, 1.80, -2.70)
C (0.10, 1.84, -1.24)
C (0.74, 0.68, -0.54)
C (1.61, -0.22, -1.01)
C (1.81, -1.27, 0.03)
O (2.69, -2.13, 0.07)
N (0.91, -1.01, 1.01)
C (0.25, 0.26, 0.82)
H (-0.98, 1.90, -1.01)
H (0.52, 2.79, -0.87)
H (2.05, -0.26, -2.00)
H (0.59, -1.71, 1.68)
H (-0.84, 0.14, 0.84)
H (0.52, 0.99, 1.59)
O (-3.74, -1.76, 2.14)
H (-3.57, -2.68, 2.36)
H (-3.24, -1.05, 2.72)

---

This record from OMol25 describes C6H8N2O2 in the gas phase. The level of theory is the ωB97M-V functional and the def2-TZVPD basis.

Properties
Orbital gap: 9.5 eV
E: -493.198526 a.u.
Largest force on an atom: 4.738 eV Å⁻¹
E_HOMO: -9.9 eV

Cartesian coordinates (Å):
C (1.56, 0.20, 2.16)
C (1.11, -0.01, 0.68)
C (-0.42, -0.01, 0.51)
O (-1.22, -0.40, 1.34)
C (-0.82, 0.21, -0.87)
C (-1.99, 0.04, -1.57)
C (-1.81, 0.22, -2.99)
N (-0.27, 0.52, -3.13)
O (0.49, -0.57, -2.60)
N (0.23, 0.56, -1.83)
H (1.49, 1.33, 2.25)
H (1.02, -0.30, 3.00)
H (2.55, -0.22, 2.33)
H (1.53, -0.85, 0.02)
H (1.57, 0.85, 0.15)
H (-2.86, -0.36, -1.22)
H (-1.93, -0.71, -3.46)
H (-2.31, 1.03, -3.33)

---

This record from OMol25 describes 3 unconnected molecules or ions with the total composition C6H8N2O2S. The level of theory is the ωB97M-V functional and the def2-TZVPD basis.

Properties
Orbital gap: 8.4 eV
E: -891.480230 a.u.
Largest force on an atom: 3.181 eV Å⁻¹
E_HOMO: -9.1 eV

Cartesian coordinates (Å):
C (-0.50, 0.62, 1.41)
C (0.02, 1.87, 1.20)
C (-1.29, 0.21, 0.17)
C (-0.57, 2.39, -0.03)
C (-1.42, 1.33, -0.60)
C (-0.29, 3.53, -0.63)
N (1.53, -1.40, -0.85)
N (2.28, -2.84, 1.04)
O (-0.63, -3.10, -1.45)
O (0.02, 4.50, -1.17)
S (1.69, -1.44, 0.71)
H (-0.32, -0.01, 2.27)
H (0.58, 2.43, 1.84)
H (-1.94, -0.64, 0.09)
H (-0.71, -2.83, -2.35)
H (-2.11, 1.46, -1.42)
H (1.04, -0.58, -1.18)
H (2.48, -2.91, 2.05)
H (0.14, -2.60, -1.10)

---

This record from OMol25 describes C6H8N2O2S in the gas phase. The level of theory is the ωB97M-V functional and the def2-TZVPD basis.

Properties
Orbital gap (alpha / beta): 6.2 / 6.5 eV
E: -891.270798 a.u.
Multiplicity: 3
Largest force on an atom: 5.824 eV Å⁻¹
E_HOMO (alpha / beta): -6.4 / -9.2 eV

Cartesian coordinates (Å):
C (-1.85, 1.75, -0.90)
C (-0.47, 1.16, -0.85)
C (-2.78, 1.20, -0.08)
C (-0.29, 0.22, 0.12)
C (1.76, -1.23, 0.05)
C (0.42, -0.88, 0.73)
N (-2.24, 0.18, 0.68)
N (-2.99, -0.77, 1.22)
O (-4.21, -0.67, 1.14)
O (-2.34, -1.63, 1.72)
S (0.87, -0.33, 2.44)
H (-1.83, 2.69, -1.50)
H (0.30, 1.40, -1.60)
H (-3.84, 1.35, -0.11)
H (1.59, -1.52, -0.92)
H (2.37, -0.36, 0.06)
H (2.19, -2.09, 0.48)
H (-0.37, -1.75, 0.88)
H (-0.11, -0.60, 3.31)

---

This record from OMol25 describes C6H8N2O3 in the gas phase. The level of theory is the ωB97M-V functional and the def2-TZVPD basis.

Properties
Orbital gap: 9.9 eV
E: -568.442001 a.u.
Largest force on an atom: 5.889 eV Å⁻¹
E_HOMO: -9.7 eV

Cartesian coordinates (Å):
C (2.23, -0.24, -1.22)
C (-0.90, 1.43, -0.19)
C (1.16, 0.24, 1.02)
C (0.29, -1.32, -0.65)
C (-0.26, 0.80, 1.02)
C (-1.12, 0.01, 0.09)
N (1.36, -0.57, -0.19)
N (-2.45, -0.39, 0.39)
O (2.13, -0.86, -2.27)
O (-3.21, 0.53, 0.70)
O (-2.83, -1.54, 0.28)
H (2.94, 0.50, -0.94)
H (-1.70, 2.07, 0.07)
H (-0.18, 1.68, -0.98)
H (1.90, 0.88, 1.16)
H (1.33, -0.62, 1.77)
H (-0.02, -2.36, -0.26)
H (0.13, -1.46, -1.72)
H (-0.79, 1.22, 1.92)

---

This record from OMol25 describes C6H8N2O4 in the gas phase. The level of theory is the ωB97M-V functional and the def2-TZVPD basis.

Properties
Orbital gap: 9.5 eV
E: -643.779610 a.u.
Largest force on an atom: 3.632 eV Å⁻¹
E_HOMO: -8.9 eV

Cartesian coordinates (Å):
N (2.94, 0.51, 1.44)
O (1.63, 0.41, 0.84)
C (1.19, 1.47, 0.12)
O (1.85, 2.47, 0.03)
C (-0.19, 1.64, -0.46)
C (-0.57, 0.37, -1.34)
C (-1.03, -0.73, -0.47)
C (-0.36, -1.88, -0.10)
N (-1.20, -2.80, 0.41)
O (-2.42, -2.08, 0.63)
C (-2.41, -0.87, 0.00)
O (-3.28, -0.07, -0.29)
H (3.45, 1.23, 0.84)
H (2.83, 0.89, 2.41)
H (-0.95, 1.82, 0.27)
H (-0.17, 2.47, -1.15)
H (0.30, -0.02, -1.98)
H (-1.37, 0.68, -2.11)
H (0.71, -2.08, -0.30)
H (-0.94, -3.42, 1.22)

---

This record from OMol25 describes a molecular structure, C6H8N2OS. The level of theory is the ωB97M-V functional and the def2-TZVPD basis.

Properties
Orbital gap (alpha / beta): 8.4 / 8.4 eV
E: -816.243255 a.u.
Largest force on an atom: 3.942 eV Å⁻¹
E_HOMO (alpha / beta): -8.2 / -8.2 eV

Cartesian coordinates (Å):
C (-2.96, 1.10, -0.13)
C (-3.20, -0.23, -0.03)
C (-0.92, 0.34, 0.13)
C (2.48, -1.73, 0.14)
C (1.28, 1.54, -0.23)
C (0.53, 0.30, 0.05)
N (-1.69, 1.36, -0.06)
N (1.10, -0.95, 0.30)
O (0.23, -1.90, 0.60)
S (-1.82, -1.09, 0.41)
H (-3.57, 1.96, -0.44)
H (-4.17, -0.78, -0.23)
H (3.39, -1.14, 0.47)
H (2.71, -1.87, -0.90)
H (2.32, -2.66, 0.62)
H (2.37, 1.44, -0.44)
H (0.67, 2.13, -0.93)
H (1.24, 2.17, 0.68)

---

This record from OMol25 describes C6H8N2S in the gas phase. The level of theory is the ωB97M-V functional and the def2-TZVPD basis.

Properties
Orbital gap: 8.6 eV
E: -740.947450 a.u.
Largest force on an atom: 5.914 eV Å⁻¹
E_HOMO: -8.6 eV

Cartesian coordinates (Å):
N (2.29, -0.11, 2.00)
S (1.95, 0.36, 0.36)
N (2.29, 1.78, -0.21)
C (0.29, -0.16, -0.07)
C (-0.09, -0.20, -1.38)
C (-1.42, -0.54, -1.71)
C (-2.35, -0.76, -0.68)
C (-1.96, -0.53, 0.70)
C (-0.68, -0.27, 1.00)
H (2.57, 0.62, 2.59)
H (2.88, -0.51, -0.23)
H (1.68, 2.38, 0.24)
H (0.64, -0.03, -2.23)
H (-1.61, -0.79, -2.72)
H (-3.44, -0.80, -0.94)
H (-2.75, -0.51, 1.38)
H (-0.31, 0.09, 1.89)

---

This record from OMol25 describes a molecular structure, C6H8N2S. The level of theory is the ωB97M-V functional and the def2-TZVPD basis.

Properties
Orbital gap (alpha / beta): 7.0 / 8.7 eV
E: -740.928645 a.u.
Largest force on an atom: 7.532 eV Å⁻¹
E_HOMO (alpha / beta): -7.9 / -9.1 eV

Cartesian coordinates (Å):
C (-1.18, 1.11, -1.89)
C (-1.05, -0.74, -0.36)
C (-0.86, -0.73, 0.98)
C (0.18, 1.28, 0.16)
C (-0.24, 0.40, -0.98)
C (0.85, -0.09, -1.92)
N (-2.09, 1.66, -2.35)
N (0.77, -0.86, 3.37)
S (0.14, 0.51, 1.71)
H (-1.73, -1.20, -0.89)
H (-1.40, -1.48, 1.67)
H (0.90, 2.11, -0.10)
H (0.79, 0.56, -2.83)
H (0.64, -1.11, -2.23)
H (1.78, 0.08, -1.43)
H (1.06, 0.03, 3.88)
H (1.42, -1.56, 3.23)